Entry 1:
15
Properties=species:S:1:pos:R:3:forces:R:3 method="wB97M-V/def2-TZVPD" homo_energy_ev=-10.06 relative_energy_kcal_mol=87.3 total_charge=0 orbital_gap_ev=10.329
C -1.504 -2.127 -0.451 -0.186 -0.237 0.014
O -0.375 -1.241 -0.510 -0.130 0.355 -0.250
C -0.571 -0.093 0.155 -1.635 0.947 -1.089
O -1.342 0.055 1.062 0.282 -0.040 -0.644
C 1.301 0.524 0.511 1.492 0.592 0.610
C 0.347 1.128 -0.436 -1.495 -1.535 0.559
O 1.403 0.871 1.667 0.236 -0.906 -0.159
H -1.643 -2.544 0.548 0.105 0.064 -0.104
H -1.299 -2.909 -1.181 -0.020 0.049 0.139
H -2.400 -1.567 -0.734 0.083 -0.180 0.060
H 1.820 -0.342 0.076 0.272 -0.125 0.275
H 0.571 1.079 -1.514 -0.105 -0.475 0.610
H 1.893 2.674 0.124 0.476 0.771 0.201
H -0.138 2.064 -0.147 0.262 -0.412 0.213
H 1.937 2.430 0.830 0.363 1.132 -0.435



Entry 2:
91
Properties=species:S:1:pos:R:3:forces:R:3 method="wB97M-V/def2-TZVPD" homo_energy_ev=-10.07 relative_energy_kcal_mol=312.3 total_charge=0 smiles="C[C@H]1COC(=O)O1.C[C@H]1COC(=O)O1.C[C@H]1COC(=O)O1.C[C@H]1COC(=O)O1.C[C@H]1COC(=O)O1.C[C@H]1COC(=O)O1.C[C@H]1COC(=O)O1" orbital_gap_ev=9.812
C -1.134 1.510 4.968 -1.633 0.110 0.324
C -0.710 2.430 3.845 -0.947 -1.409 0.976
C -1.816 2.766 2.828 -1.215 -1.650 1.399
O -1.755 4.166 2.715 0.502 0.952 0.011
C -0.715 4.629 3.475 -0.497 4.525 1.519
O -0.363 5.827 3.548 -1.114 -4.399 -0.830
O -0.342 3.706 4.391 0.456 -0.482 -1.521
H -1.270 0.482 4.632 -0.630 1.126 0.063
H -2.138 1.766 5.304 0.188 0.517 0.600
H -0.413 1.447 5.784 -0.279 0.708 0.058
H 0.072 1.915 3.286 0.274 0.932 0.628
H -2.821 2.479 3.137 -0.249 0.371 0.788
H -1.690 2.139 1.944 -0.348 1.006 0.592
C 2.418 -1.791 -0.003 0.401 -2.273 1.098
C 3.418 -1.534 -1.137 1.468 -1.628 1.779
C 4.490 -2.593 -1.100 1.222 -0.148 2.482
O 4.225 -3.474 -2.132 -0.014 -0.624 -1.264
C 3.469 -2.842 -3.035 -0.127 -0.815 -3.805
O 3.268 -3.207 -4.207 0.449 1.519 4.626
O 2.982 -1.687 -2.458 2.279 0.344 -0.531
H 2.732 -2.536 0.727 0.922 0.069 0.010
H 1.477 -2.261 -0.290 -0.142 0.257 -0.515
H 2.175 -0.840 0.471 2.082 -2.600 1.034
H 3.911 -0.586 -0.920 -0.215 0.068 -0.749
H 4.440 -3.144 -0.161 0.096 -0.107 -0.137
H 5.489 -2.158 -1.114 0.190 -0.136 -0.706
C 2.645 -1.421 5.845 -0.927 1.377 -0.134
C 1.657 -1.436 4.654 1.020 0.847 0.776
C 0.251 -0.853 4.899 2.224 -2.414 0.161
O 0.003 -0.268 3.609 -4.166 -2.302 0.916
C 1.068 -0.120 2.938 1.545 2.518 -1.697
O 1.106 0.448 1.858 0.170 -0.967 2.230
O 2.056 -0.425 3.721 3.976 -0.472 -0.770
H 3.663 -1.208 5.520 0.048 -0.892 -0.207
H 2.513 -2.228 6.566 0.267 -0.260 -0.479
H 2.445 -0.511 6.411 -0.283 0.140 0.175
H 1.760 -2.373 4.107 -0.659 -0.257 0.142
H 0.339 -0.098 5.681 -0.275 -0.479 -0.304
H -0.340 -1.736 5.141 -1.033 0.729 -0.140
C -2.781 -0.946 0.522 1.006 -0.695 1.265
C -2.321 -2.400 0.775 -0.992 0.940 0.240
C -1.883 -2.665 2.204 0.761 -1.402 0.313
O -2.701 -3.912 2.674 0.907 2.371 -1.990
C -3.614 -4.157 1.655 -1.849 -1.528 1.224
O -4.448 -5.090 1.707 3.491 4.039 -0.730
O -3.507 -3.135 0.730 -2.208 -2.939 -0.299
H -3.426 -0.714 1.369 -0.481 0.093 -0.323
H -3.273 -0.833 -0.444 0.073 0.035 0.163
H -1.928 -0.282 0.660 -0.192 -0.075 -0.184
H -1.661 -2.765 -0.012 0.300 -0.071 0.165
H -1.918 -1.760 2.811 -1.096 -0.392 0.516
H -0.818 -2.898 2.227 -0.064 -0.700 0.126
C -3.105 2.635 -3.424 -0.998 -0.480 1.203
C -1.870 3.022 -4.173 0.173 -0.463 0.114
C -1.017 4.136 -3.609 -0.978 0.189 0.039
O 0.305 3.554 -3.467 -0.167 1.002 -0.296
C 0.324 2.318 -3.932 2.131 -2.774 -0.374
O 1.373 1.595 -4.075 -4.259 4.729 0.326
O -1.023 1.885 -4.035 2.875 1.418 -1.105
H -3.715 1.953 -4.016 -0.570 0.777 -0.235
H -3.590 3.425 -2.850 -0.669 0.585 -1.155
H -2.973 2.016 -2.537 1.039 -0.251 -0.167
H -2.097 3.221 -5.220 0.061 -0.343 -0.125
H -1.552 4.428 -2.705 1.200 0.131 0.728
H -1.029 5.006 -4.267 0.628 -0.121 0.035
C 0.628 -2.121 -2.964 0.744 1.000 -1.977
C -0.176 -1.828 -4.249 -0.572 0.415 0.494
C -0.411 -0.285 -4.418 0.307 -4.228 1.397
O -0.394 -0.079 -5.815 -0.235 -0.508 -1.496
C 0.046 -1.185 -6.482 2.404 -2.138 -1.805
O 0.264 -1.369 -7.704 -1.457 1.389 5.138
O 0.440 -2.179 -5.516 -1.224 1.436 -0.694
H 1.597 -1.641 -3.093 -1.839 0.141 -0.947
H 0.999 -3.121 -2.739 -1.125 -0.368 -0.056
H 0.316 -1.541 -2.095 -1.081 -0.624 -0.134
H -1.141 -2.318 -4.125 -0.187 -0.329 -0.722
H 0.447 0.187 -3.938 -0.843 -0.468 -0.443
H -1.364 -0.057 -3.941 0.242 -0.196 -0.549
C 1.516 0.239 -0.688 -2.190 1.102 -0.874
C 0.576 1.370 -1.117 0.757 -1.238 -1.350
C -0.939 1.144 -0.942 1.970 -0.523 -0.551
O -1.138 1.787 0.312 -0.303 0.460 -0.003
C -0.024 2.587 0.684 -0.270 -0.574 0.422
O 0.083 3.155 1.749 2.078 -0.603 -4.976
O 0.831 2.500 -0.323 0.754 1.466 0.939
H 1.494 -0.648 -1.321 -0.539 1.575 -0.635
H 1.269 -0.250 0.254 -2.038 2.767 -1.464
H 2.567 0.526 -0.641 -0.539 0.853 0.003
H 0.874 1.587 -2.143 -0.251 0.230 0.767
H -1.154 0.076 -0.954 0.216 0.047 0.734
H -1.525 1.452 -1.808 0.072 1.034 0.710



Entry 3:
21
Properties=species:S:1:pos:R:3:forces:R:3 method="wB97M-V/def2-TZVPD" homo_energy_ev=-14.90 relative_energy_kcal_mol=76.1 total_charge=+1 smiles=C[N@@H+]1CCC[C@H]1[SiH3] orbital_gap_ev=11.975
C 0.447 -0.802 1.833 2.096 0.916 0.459
N 0.199 -0.558 0.390 0.677 0.389 1.070
C 1.461 -0.641 -0.449 -1.616 -1.403 0.710
C 0.964 -0.359 -1.811 0.481 2.207 0.253
C -0.015 0.808 -1.602 -3.096 0.867 2.058
C -0.342 0.827 0.131 1.743 0.733 -3.092
Si -2.217 0.940 0.670 1.550 -2.767 -0.255
H 1.150 -1.656 1.981 -0.924 0.457 -0.134
H 0.963 0.118 2.228 -0.480 -0.932 -0.327
H -0.497 -0.876 2.321 -0.352 -0.493 0.491
H -0.443 -1.319 0.108 0.215 0.687 -0.363
H 1.768 -1.639 -0.253 0.869 -0.921 -0.311
H 2.197 0.037 -0.129 0.692 1.036 0.880
H 0.288 -1.115 -2.026 -0.255 -2.143 -1.668
H 1.854 -0.091 -2.442 -1.404 -0.727 -0.071
H 0.453 1.744 -1.878 -0.464 0.340 -0.043
H -1.143 0.701 -2.020 3.093 0.131 0.226
H 0.491 1.535 0.545 -1.904 -1.191 -0.322
H -2.851 -0.204 -0.202 0.408 1.236 0.667
H -2.762 2.241 0.594 -0.490 0.969 -0.045
H -1.964 0.309 2.011 -0.838 0.609 -0.186



Entry 4:
2
Properties=species:S:1:pos:R:3:forces:R:3 method="wB97M-V/def2-TZVPD" homo_energy_ev=-12.91 relative_energy_kcal_mol=128.1 total_charge=0 orbital_gap_ev=7.365
O 0.000 0.000 0.923 0.000 0.000 -9.071
O 0.000 0.000 -0.923 0.000 0.000 9.071



Entry 5:
100
Properties=species:S:1:pos:R:3:forces:R:3 method="wB97M-V/def2-TZVPD" homo_energy_ev="-7.03 / -9.76" relative_energy_kcal_mol=176.8 total_charge=+1 spin_multiplicity=8 orbital_gap_ev="5.135 / 5.592"
O -3.162 -0.729 2.441 0.813 -0.186 1.305
O -4.476 -0.211 0.577 -0.667 -0.049 -0.886
C -2.403 -1.978 2.278 0.052 0.110 -0.393
C -1.716 -2.402 3.547 0.248 -0.106 0.271
H -1.676 -1.823 1.468 -0.188 -0.015 0.132
H -3.144 -2.717 1.956 0.086 0.225 0.058
H -0.796 -1.836 3.729 -0.262 -0.024 0.001
H -1.424 -3.451 3.438 -0.053 0.094 -0.016
H -2.368 -2.332 4.424 0.038 -0.005 -0.202
C -2.451 0.422 3.040 0.176 -0.398 -0.026
C -3.436 1.549 3.150 -0.298 0.302 0.173
H -1.590 0.668 2.401 -0.119 -0.134 0.145
H -2.087 0.080 4.015 -0.088 0.155 -0.281
H -3.757 1.911 2.166 0.039 -0.110 0.405
H -2.959 2.380 3.681 -0.060 -0.119 -0.111
H -4.315 1.241 3.734 0.241 0.094 -0.192
C -3.739 0.240 -0.597 0.071 -0.271 -0.313
C -5.465 -1.263 0.316 0.059 -0.003 0.005
C -3.136 1.589 -0.322 0.105 0.405 0.014
H -4.458 0.298 -1.422 0.132 -0.031 0.177
H -2.975 -0.517 -0.850 -0.226 0.254 0.062
H -3.913 2.317 -0.045 0.216 -0.231 -0.067
H -2.638 1.967 -1.224 -0.062 -0.204 0.158
H -2.385 1.545 0.475 -0.097 0.040 -0.203
C -6.827 -0.774 0.743 -0.095 0.133 0.036
H -5.145 -2.154 0.873 -0.100 0.181 -0.120
H -5.440 -1.498 -0.756 0.083 0.038 0.299
H -6.828 -0.462 1.792 0.030 -0.096 -0.143
H -7.567 -1.569 0.620 0.077 0.058 0.001
H -7.134 0.080 0.131 0.033 -0.131 0.090
H -3.794 -0.453 1.583 0.034 -0.011 -0.482
N 2.694 0.772 1.153 -1.254 -0.108 0.201
C 3.860 1.434 0.983 0.733 -0.115 1.474
C 4.270 1.983 -0.245 -0.590 0.028 -0.419
C 3.536 2.038 -1.449 0.355 0.599 -0.994
C 4.750 1.644 2.179 0.273 0.149 -0.015
H 4.737 0.784 2.864 -0.029 0.229 -0.163
H 4.448 2.539 2.745 0.152 -0.200 0.071
H 5.783 1.794 1.840 -0.189 -0.004 0.211
C 3.881 3.076 -2.476 0.376 0.238 0.031
H 3.110 3.859 -2.531 0.176 -0.135 -0.080
H 3.993 2.639 -3.480 -0.089 0.111 0.204
H 4.828 3.551 -2.201 -0.158 0.069 -0.160
N 2.561 1.165 -1.734 -0.735 -0.106 0.066
C 2.047 0.711 2.422 0.754 0.015 -0.197
C 1.960 -0.529 3.091 -0.215 0.361 -0.088
C 2.493 -1.777 2.439 0.199 -0.338 0.101
C 1.384 -0.572 4.361 -0.048 0.125 -0.023
H 1.356 -1.530 4.894 -0.003 0.410 -0.124
C 0.877 0.591 4.946 -0.134 -0.095 0.117
H 0.437 0.550 5.945 0.171 0.015 -0.302
C 0.930 1.804 4.258 -0.092 -0.276 0.026
H 0.520 2.713 4.705 0.128 -0.272 -0.060
C 1.514 1.883 2.996 0.207 -0.271 0.037
C 1.603 3.194 2.279 -0.195 0.560 -0.138
C 1.635 1.375 -2.798 0.064 0.055 -0.538
C 1.781 0.641 -3.997 -0.389 0.211 0.535
C 2.990 -0.213 -4.232 0.446 -0.165 -0.317
C 0.744 0.657 -4.931 -0.162 0.295 0.176
H 0.849 0.054 -5.835 -0.099 0.220 0.197
C -0.393 1.439 -4.717 0.068 -0.031 -0.106
H -1.187 1.458 -5.464 0.195 -0.008 0.172
C -0.504 2.219 -3.565 0.344 -0.213 -0.054
H -1.366 2.869 -3.411 0.135 -0.186 -0.081
C 0.493 2.183 -2.589 0.370 -0.292 -0.226
C 0.329 2.931 -1.301 -0.231 0.341 0.250
Gd 2.211 -0.790 -0.535 1.765 0.071 0.315
H 1.763 -2.237 1.733 0.295 0.159 0.259
H 2.692 -2.545 3.201 -0.110 0.149 -0.290
H 3.452 -1.608 1.916 -0.392 0.007 0.136
H 1.442 3.096 1.196 0.166 -0.068 0.360
H 2.575 3.688 2.434 -0.249 -0.197 -0.096
H 0.834 3.878 2.665 0.211 -0.113 -0.067
H 3.205 -0.245 -5.310 -0.009 -0.068 0.318
H 2.830 -1.255 -3.911 0.115 0.335 -0.002
H 3.886 0.161 -3.719 -0.267 -0.081 -0.082
H 1.224 3.512 -1.041 -0.213 -0.187 -0.023
H 0.107 2.257 -0.455 0.205 0.077 -0.255
H -0.517 3.630 -1.380 0.238 -0.123 0.031
H 5.215 2.523 -0.238 -0.205 0.006 0.061
C 0.193 -1.079 -1.379 -2.522 -0.070 -0.610
Si -0.347 -2.626 -2.262 0.183 0.589 -0.083
H -0.001 -0.219 -2.065 0.122 -0.489 0.463
H -0.479 -0.918 -0.502 0.079 0.001 -0.168
C -0.965 -3.871 -1.002 -0.036 -0.319 -0.002
C 1.120 -3.327 -3.196 -0.096 -0.378 -0.092
C -1.698 -2.261 -3.515 -0.176 -0.151 -0.228
H -1.767 -3.091 -4.235 -0.087 0.189 0.135
H -1.490 -1.344 -4.085 0.032 -0.195 0.166
H -2.685 -2.146 -3.047 0.131 -0.012 -0.053
H -0.121 -4.407 -0.547 -0.204 0.035 -0.051
H -1.610 -4.604 -1.508 0.167 0.046 0.245
H -1.545 -3.405 -0.194 0.056 -0.064 -0.206
H 1.967 -3.516 -2.522 -0.264 0.028 -0.254
H 1.449 -2.644 -3.992 -0.153 -0.234 0.171
H 0.836 -4.283 -3.665 0.171 0.229 0.037
Cl 5.016 -1.391 -1.094 0.852 0.746 -0.180
C 3.773 -2.597 -0.798 -1.189 -0.892 0.538
H 3.743 -3.305 -1.628 0.323 -0.009 0.309
H 3.959 -3.073 0.175 0.307 -0.195 -0.486



Entry 6:
4
Properties=species:S:1:pos:R:3:forces:R:3 method="wB97M-V/def2-TZVPD" homo_energy_ev=-9.06 relative_energy_kcal_mol=16.9 total_charge=0 smiles="N1=P#[PH]1" orbital_gap_ev=8.217
N -0.429 -0.277 -1.089 0.828 2.420 1.478
P 0.414 1.027 -0.609 -2.231 -1.754 -1.002
P -0.703 -0.169 0.899 2.657 -0.001 -2.274
H 0.718 -0.582 0.800 -1.253 -0.665 1.797



Number 1: strongest force on any atom 0.043 hartree/bohr. Number 2: strongest force on any atom 0.124 hartree/bohr. Number 3: strongest force on any atom 0.074 hartree/bohr. Number 4: strongest force on any atom 0.176 hartree/bohr. Number 5: strongest force on any atom 0.050 hartree/bohr. Number 6: strongest force on any atom 0.068 hartree/bohr.